No. 1
DFT (the ωB97M-V functional and the def2-TZVPD basis) results for a single C4H7BN2O molecule at a distorted geometry.

LUMO	0.1	eV
ΔE to the lowest compared entry with this formula, charge and spin	485.1	kJ/mol
frontier orbital gap	7.94	eV

Positions of all 15 atoms, in Å:
B1 -0.66 -1.89 0.47
C1 -1.74 -1.02 0.30
C2 -1.88 0.08 -0.69
C3 1.17 0.29 -1.89
C4 0.75 1.34 0.31
N1 -0.99 0.87 -1.21
N2 0.37 0.80 -0.98
O1 0.34 -2.65 0.75
H1 2.27 0.26 -1.50
H2 -2.70 -1.28 0.75
H3 -2.95 0.26 -0.91
H4 1.89 1.56 0.29
H5 0.31 2.33 0.45
H6 0.44 0.67 1.05
H7 0.60 -3.13 0.02

=====

No. 2
DFT (the ωB97M-V functional and the def2-TZVPD basis) results for 2 unconnected molecules or ions with the total composition C15H17NO3S2 at a distorted geometry.

LUMO	-0.4	eV
ΔE to the lowest compared entry with this formula, charge and spin	1062.4	kJ/mol
frontier orbital gap	7.96	eV

Positions of all 38 atoms, in Å:
C1 1.14 4.00 -0.31
C2 1.61 2.56 -0.67
C3 0.84 1.86 -1.52
C4 1.08 0.43 -1.77
C5 2.20 -0.26 -1.32
C6 2.92 0.63 -0.31
C7 2.52 1.90 0.05
H1 3.21 2.66 0.40
H2 3.82 0.36 -0.01
O1 2.46 -1.45 -1.47
C8 3.15 -1.98 -0.58
H3 4.15 -1.73 -0.67
H4 3.20 -3.35 -1.16
C9 2.67 -2.15 0.88
H5 3.09 -1.49 1.36
H6 2.75 -3.26 1.40
O2 1.28 -2.17 0.85
C10 0.76 -0.93 1.45
O3 1.55 -0.08 2.06
C11 -0.58 -0.54 1.05
C12 -1.35 0.52 1.08
N1 -2.61 0.61 0.66
C13 -2.73 -0.46 -0.23
S1 -4.13 -0.77 -1.01
S2 -1.36 -1.50 -0.42
C14 -3.36 1.62 0.59
H7 -4.30 1.14 -0.01
H8 -2.98 2.68 0.18
H9 -3.83 1.71 1.74
C15 -0.89 1.63 2.10
H10 0.09 1.63 2.37
H11 -1.65 1.74 2.74
H12 -0.92 2.64 1.48
H13 0.40 -0.30 -2.40
H14 -0.25 2.11 -1.94
H15 0.12 4.42 -0.70
H16 1.79 4.68 -1.08
H17 1.15 4.24 0.94

=====

No. 3
DFT (the ωB97M-V functional and the def2-TZVPD basis) results for 2 unconnected molecules or ions with the total composition Cl2H3PSi at a distorted geometry.

LUMO	-0.5	eV
ΔE to the lowest compared entry with this formula, charge and spin	193.8	kJ/mol
frontier orbital gap	8.18	eV

Positions of all 7 atoms, in Å:
Si1 -0.91 0.13 -0.62
P1 1.58 -1.00 0.65
Cl1 -1.93 1.35 0.54
Cl2 -2.18 -1.43 -0.92
H1 -0.28 1.12 -1.64
H2 1.39 -0.32 1.90
H3 2.31 0.14 0.08

=====

No. 4
DFT (the ωB97M-V functional and the def2-TZVPD basis) results for a molecular structure, C23H24AlFN3O6S.

LUMO	-2.9	eV
frontier orbital gap	8.60	eV
charge	+1

Positions of all 59 atoms, in Å:
Al1 -0.22 -0.29 0.51
C1 1.74 -4.51 -5.15
C2 1.71 -5.12 -3.76
C3 1.10 -6.51 -3.70
C4 -0.37 -6.47 -4.09
C5 -1.10 -5.43 -3.27
C6 -2.46 -5.51 -3.08
C7 -3.13 -4.56 -2.31
F1 -4.45 -4.69 -2.16
C8 -2.48 -3.53 -1.71
C9 -1.09 -3.42 -1.89
C10 -0.37 -2.34 -1.25
O1 -1.05 -1.50 -0.54
C11 1.02 -2.27 -1.45
C12 1.61 -3.23 -2.25
N1 0.97 -4.22 -2.84
C13 -0.41 -4.36 -2.67
C14 1.95 -1.21 -0.91
O2 3.12 -1.25 -1.18
O3 1.40 -0.27 -0.17
H1 2.28 -5.16 -5.83
H2 2.24 -3.54 -5.14
H3 0.73 -4.36 -5.54
H4 2.73 -5.16 -3.36
H5 1.21 -6.91 -2.69
H6 1.66 -7.16 -4.37
H7 -0.83 -7.44 -3.93
H8 -0.48 -6.24 -5.15
H9 -3.03 -6.33 -3.52
H10 -3.00 -2.81 -1.10
H11 2.68 -3.16 -2.42
C15 0.53 -2.37 4.59
N2 0.18 -1.04 4.12
C16 0.02 0.05 4.97
C17 -0.30 1.27 4.53
C18 -0.51 1.50 3.10
O4 -0.83 2.57 2.61
N3 -0.32 0.38 2.31
C19 0.00 -0.83 2.81
O5 0.10 -1.72 1.92
H12 0.66 -2.33 5.67
H13 1.46 -2.70 4.13
H14 -0.26 -3.08 4.34
H15 0.18 -0.17 6.02
H16 -0.42 2.09 5.21
O6 -1.04 1.13 -0.32
S1 -0.46 2.58 -0.26
C20 -1.92 3.60 0.04
C21 -2.59 3.80 -1.31
C22 -1.44 4.09 -2.28
C23 -0.38 3.03 -2.02
H17 -1.53 4.53 0.46
H18 -2.49 3.09 0.81
H19 -3.31 4.61 -1.27
H20 -3.11 2.89 -1.60
H21 -1.04 5.09 -2.08
H22 -1.76 4.07 -3.32
H23 0.64 3.34 -2.25
H24 -0.59 2.09 -2.53

=====

No. 5
DFT (the ωB97M-V functional and the def2-TZVPD basis) results for a molecular structure, C13H6AsCl2F6N4O4S7SeV at a distorted geometry.

LUMO (alpha / beta)	2.5 / 2.5	eV
spin multiplicity	3
ΔE to the lowest compared entry with this formula, charge and spin	62.0	kJ/mol
frontier orbital gap (alpha / beta)	4.70 / 4.70	eV
charge	-2

Positions of all 45 atoms, in Å:
V1 0.64 -0.20 0.77
Cl1 -2.25 -0.66 2.65
C1 -1.88 -2.36 2.49
C2 -2.17 -3.17 3.57
C3 -1.86 -4.52 3.49
C4 -1.40 -5.06 2.30
C5 -1.13 -4.19 1.27
Cl2 -0.60 -4.84 -0.28
C6 -1.28 -2.81 1.31
S1 -1.01 -1.70 0.00
H1 -2.67 -2.70 4.42
H2 -2.12 -5.10 4.36
H3 -1.11 -6.09 2.24
S2 4.45 1.08 3.48
As1 2.29 0.77 3.35
S3 2.04 -1.22 2.28
S4 1.15 1.92 1.85
S5 1.27 0.99 5.14
F1 -4.20 5.43 -1.05
C7 -4.32 4.25 -0.44
F2 -5.64 4.03 -0.36
F3 -3.87 4.38 0.78
S6 -3.47 2.89 -1.35
O1 -4.06 1.69 -0.86
O2 -3.66 3.14 -2.75
N1 -2.00 3.26 -0.86
S7 -0.69 2.54 -1.28
O3 0.41 3.43 -1.08
O4 -0.61 1.22 -0.71
C8 -0.77 2.28 -3.07
F4 -1.26 3.39 -3.66
F5 -1.57 1.24 -3.40
F6 0.46 2.10 -3.58
Se1 2.00 -1.11 -4.48
N2 3.64 -1.42 -3.83
C9 3.65 -0.98 -2.63
C10 4.84 -0.74 -1.84
C11 4.70 -0.10 -0.66
C12 3.39 0.26 -0.21
N3 2.28 -0.07 -0.81
C13 2.36 -0.55 -2.06
N4 1.30 -0.66 -2.86
H4 5.80 -0.99 -2.27
H5 5.65 0.20 -0.15
H6 3.27 0.77 0.77

=====

No. 6
DFT (the ωB97M-V functional and the def2-TZVPD basis) results for 9 unconnected molecules or ions with the total composition C44H61F9N4O26S3 at a distorted geometry.

LUMO	-3.6	eV
structure (SMILES)	CCN(CC)C(=S)SCCC[C@](C#N)(CCC(F)(F)C(F)(F)S(F)(F)(F)(F)F)[C@](C#N)(CN)COC(C)=O.O=C1OCCO1.O=C1OCCO1.O=C1OCCO1.O=C1OCCO1.O=C1OCCO1.O=C1OCCO1.O=C1OCCO1.O=C1OCCO1
frontier orbital gap	5.05	eV

Positions of all 147 atoms, in Å:
C1 -3.22 1.81 4.07
C2 -2.65 2.70 2.82
N1 -1.25 3.26 3.01
C3 -1.23 4.45 3.95
C4 -1.69 5.87 3.24
C5 -0.58 3.55 1.69
S1 1.12 3.22 1.58
S2 -1.40 4.19 0.14
C6 -2.03 2.79 -0.93
C7 -0.83 1.97 -1.74
C8 -1.29 0.48 -2.27
C9 -1.21 -0.71 -1.13
C10 -0.82 -0.12 0.38
N2 -0.59 0.30 1.59
C11 0.00 -1.74 -1.67
C12 1.48 -1.09 -1.55
C13 2.52 -1.67 -0.47
F1 3.83 -1.87 -1.20
F2 2.82 -0.53 0.48
C14 2.10 -2.91 0.48
F3 3.10 -2.88 1.62
F4 0.78 -2.73 1.20
S3 2.24 -4.63 -0.22
F5 2.12 -4.15 -1.85
F6 3.98 -4.61 -0.22
F7 2.37 -5.21 1.43
F8 0.54 -4.96 -0.07
F9 2.38 -6.27 -0.80
C15 -2.66 -1.44 -0.97
C16 -3.01 -2.10 -2.47
N3 -3.18 -2.58 -3.68
C17 -3.91 -0.45 -0.62
N4 -4.04 -0.05 0.84
C18 -2.70 -2.70 0.08
O1 -2.49 -4.01 -0.60
C19 -2.75 -5.13 0.32
C20 -2.13 -5.26 1.86
O2 -3.50 -6.18 -0.10
H1 -2.46 1.64 4.95
H2 -4.25 2.29 4.43
H3 -3.49 0.74 3.64
H4 -2.61 1.99 1.88
H5 -3.46 3.53 2.55
H6 -0.19 4.56 4.54
H7 -2.04 4.24 4.79
H8 -2.48 5.63 2.41
H9 -2.06 6.67 4.02
H10 -0.74 6.30 2.68
H11 -2.65 2.02 -0.30
H12 -2.77 3.26 -1.73
H13 -0.63 2.62 -2.72
H14 0.20 1.97 -1.15
H15 -2.37 0.61 -2.74
H16 -0.59 0.23 -3.20
H17 -0.18 -2.77 -1.17
H18 -0.23 -1.88 -2.83
H19 1.98 -1.16 -2.63
H20 1.34 0.08 -1.37
H21 -4.91 -1.05 -0.88
H22 -3.96 0.54 -1.25
H23 -4.49 -0.79 1.42
H24 -4.47 0.89 0.96
H25 -1.89 -2.64 0.93
H26 -3.75 -2.68 0.62
H27 -1.08 -4.69 1.90
H28 -2.80 -4.69 2.67
H29 -1.90 -6.37 2.16
O3 -3.64 -7.58 -6.30
C21 -3.31 -7.39 -5.15
O4 -4.18 -7.19 -4.12
C22 -3.42 -7.23 -2.92
C23 -2.04 -6.88 -3.38
O5 -2.01 -7.34 -4.72
H30 -3.81 -6.52 -2.19
H31 -3.47 -8.25 -2.50
H32 -1.87 -5.80 -3.38
H33 -1.27 -7.37 -2.78
O6 0.73 4.01 -4.17
C24 1.74 3.86 -3.50
O7 1.99 4.51 -2.32
C25 3.12 3.89 -1.74
C26 3.81 3.27 -2.92
O8 2.75 3.00 -3.81
H34 3.75 4.63 -1.23
H35 2.79 3.14 -1.02
H36 4.52 3.96 -3.40
H37 4.34 2.35 -2.65
O9 -5.29 -1.36 2.92
C27 -5.14 -1.81 4.04
O10 -4.41 -2.93 4.33
C28 -4.29 -3.00 5.74
C29 -5.47 -2.21 6.21
O11 -5.68 -1.28 5.17
H38 -4.32 -4.03 6.08
H39 -3.34 -2.55 6.04
H40 -6.37 -2.83 6.32
H41 -5.28 -1.70 7.16
O12 7.86 -9.75 1.82
C30 7.18 -8.82 1.41
O13 5.95 -8.95 0.83
C31 5.42 -7.65 0.70
C32 6.63 -6.78 0.68
O14 7.57 -7.51 1.45
H42 4.83 -7.57 -0.22
H43 4.77 -7.44 1.55
H44 7.03 -6.65 -0.33
H45 6.44 -5.80 1.12
O15 4.72 -1.15 -6.13
C33 4.25 -2.26 -5.93
O16 4.22 -3.26 -6.86
C34 3.82 -4.44 -6.19
C35 3.08 -3.92 -5.00
O17 3.69 -2.67 -4.76
H46 3.19 -5.06 -6.83
H47 4.72 -5.01 -5.91
H48 2.02 -3.76 -5.21
H49 3.17 -4.57 -4.13
O18 -1.48 8.20 5.07
C36 -0.35 8.63 4.96
O19 0.77 8.01 5.45
C37 1.89 8.70 4.92
C38 1.34 10.05 4.60
O20 -0.02 9.79 4.32
H50 2.70 8.74 5.65
H51 2.24 8.17 4.03
H52 1.40 10.74 5.45
H53 1.83 10.51 3.73
O21 4.91 7.91 3.70
C39 4.65 6.71 3.71
O22 4.81 5.90 4.79
C40 4.19 4.66 4.47
C41 4.20 4.65 2.97
O23 4.15 6.03 2.64
H54 4.74 3.83 4.90
H55 3.17 4.66 4.88
H56 5.12 4.22 2.57
H57 3.34 4.12 2.55
O24 -5.35 3.81 -5.74
C42 -4.22 4.25 -5.86
O25 -3.10 3.63 -5.37
C43 -1.99 4.32 -5.90
C44 -2.53 5.67 -6.22
O26 -3.90 5.41 -6.50
H58 -1.17 4.36 -5.17
H59 -1.64 3.79 -6.79
H60 -2.47 6.36 -5.37
H61 -2.04 6.12 -7.08

=====

| no. | DFT total energy (a.u.) |
| --- | --- |
| 1 | -366.06341 |
| 2 | -1658.21149 |
| 3 | -1553.04169 |
| 4 | -2247.17078 |
| 5 | -10907.26588 |
| 6 | -5981.24016 |